(1)
Entry from OMol25: a molecular structure, C26H16N6O7Pd (the ωB97M-V functional and the def2-TZVPD basis).

Each line ends with the natural charge from an NBO analysis.
Cartesian coordinates (Å):
Pd (0.4115, -0.8824, -0.3995)  0.84
O (3.6557, 1.4297, -1.0835)  -0.64
C (2.7752, 0.6711, -0.6974)  0.60
N (1.7549, 0.1422, -1.3680)  -0.60
C (1.4318, 0.3500, -2.7255)  0.18
C (2.2451, 0.9941, -3.6482)  -0.24
C (1.8196, 1.1123, -4.9655)  -0.22
C (0.5959, 0.6016, -5.3551)  -0.22
C (-0.2294, -0.0359, -4.4364)  -0.23
C (0.1893, -0.1649, -3.1189)  0.10
N (-0.5376, -0.8027, -2.0932)  -0.58
C (-1.8234, -1.1557, -2.1313)  0.62
O (-2.6206, -1.0701, -3.0543)  -0.63
C (-2.2832, -1.6902, -0.7894)  0.14
C (-3.6153, -1.9976, -0.5954)  -0.21
C (-4.0319, -2.4172, 0.6565)  -0.14
C (-3.0990, -2.5289, 1.6730)  -0.25
C (-1.7796, -2.2142, 1.3998)  0.06
N (-1.3743, -1.8012, 0.2003)  -0.46
C (2.7719, 0.2142, 0.7477)  0.15
C (3.7764, 0.6400, 1.5946)  -0.22
C (3.8099, 0.1579, 2.8940)  -0.15
C (2.8341, -0.7418, 3.2976)  -0.24
C (1.8458, -1.0953, 2.3981)  0.03
N (1.8047, -0.6264, 1.1542)  -0.46
H (3.1916, 1.3991, -3.3233)  0.25
H (2.4532, 1.6123, -5.6870)  0.21
H (0.2700, 0.7004, -6.3827)  0.21
H (-1.1948, -0.4231, -4.7242)  0.25
H (-4.2887, -1.8714, -1.4315)  0.26
H (-5.0740, -2.6430, 0.8413)  0.23
H (-3.3767, -2.8375, 2.6708)  0.23
H (-1.0255, -2.2920, 2.1681)  0.21
H (4.5092, 1.3282, 1.1966)  0.26
H (4.5891, 0.4676, 3.5787)  0.22
H (2.8302, -1.1667, 4.2914)  0.23
H (1.0651, -1.7916, 2.6753)  0.21
O (-4.0972, 1.1937, 1.2388)  -0.29
N (-2.9165, 1.1563, 1.2932)  0.73
O (-2.0674, 1.0427, 0.4715)  -0.30
O (-2.4577, 1.2803, 2.6961)  -0.22
O (-0.8924, 3.5390, 2.1992)  -0.48
C (-0.4285, 2.5584, 2.6866)  0.65
N (-1.0824, 1.2796, 2.7152)  -0.22
C (-0.4652, 0.4145, 3.6680)  0.68
O (-0.9047, -0.6349, 4.0326)  -0.53
C (0.8055, 1.0965, 4.0273)  -0.16
C (1.8331, 0.6521, 4.8361)  -0.14
C (2.9214, 1.4987, 5.0018)  -0.21
C (2.9757, 2.7388, 4.3647)  -0.18
C (1.9350, 3.1802, 3.5565)  -0.19
C (0.8496, 2.3385, 3.4125)  -0.05
H (1.7808, -0.3125, 5.3231)  0.23
H (3.7432, 1.1955, 5.6372)  0.23
H (3.8407, 3.3714, 4.5140)  0.23
H (1.9603, 4.1443, 3.0671)  0.25

Calculated total energy: -1983.39044 Ha
HOMO-LUMO gap: 5.94 eV
Energy above the lowest of the compared OMol25 structures with the same formula, charge and spin: 41.4 kJ/mol
Highest occupied orbital energy: -7.292 eV

(2)
Entry from OMol25: a molecular structure, C21H21ClN2O (the ωB97M-V functional and the def2-TZVPD basis).

Each line ends with the natural charge from an NBO analysis.
Cartesian coordinates (Å):
C (-6.4251, -2.1071, 0.4318)  -0.59
C (-5.0477, -1.4797, 0.8912)  -0.43
H (-5.2532, -1.0063, 1.8759)  0.21
H (-4.3638, -2.2635, 0.9335)  0.22
C (-4.6635, -0.5106, -0.1548)  0.07
N (-3.3210, -0.1696, 0.2568)  -0.40
C (-2.5373, -0.1618, -0.7025)  0.66
O (-2.8282, -0.2902, -2.1192)  -0.73
C (-1.0978, 0.4761, -0.7070)  0.17
C (-0.7579, 1.7522, -0.5026)  -0.25
C (0.4753, 2.4462, -0.3367)  0.01
C (0.7694, 3.7066, -0.3134)  -0.23
C (2.2058, 3.8100, -0.2366)  -0.14
C (3.2304, 3.1255, -0.1579)  -0.26
C (2.9011, 1.6915, -0.4328)  -0.14
C (1.4968, 1.2434, -0.2392)  -0.09
C (1.2116, -0.2535, -0.4217)  0.26
N (-0.1066, -0.5265, -0.5120)  -0.44
C (2.2984, -1.0586, -0.5275)  -0.19
C (2.3325, -1.9177, -1.4728)  -0.13
C (3.2877, -2.9543, -1.7116)  -0.18
C (4.0153, -3.0769, -0.3577)  -0.12
C (3.9508, -2.2965, 0.6843)  -0.31
C (2.9332, -1.3621, 0.8187)  -0.11
Cl (2.7634, -0.3223, 1.8561)  0.23
H (4.6454, -2.5605, 1.4910)  0.23
H (4.8991, -4.1296, -0.5358)  0.20
H (3.4878, -3.4010, -2.5319)  0.20
H (1.6414, -1.8339, -2.3299)  0.22
H (3.7360, 0.9339, -0.2910)  0.21
H (4.2504, 3.4781, -0.2221)  0.23
H (2.4092, 5.0125, -0.1400)  0.18
H (0.1168, 4.3858, -0.1486)  0.21
H (-1.6253, 2.3886, -0.5428)  0.19
C (-2.8437, 0.1957, 1.5342)  -0.41
H (-3.3398, -0.1028, 2.3009)  0.20
H (-2.8981, 1.3379, 1.5578)  0.20
H (-1.7623, 0.0205, 1.9077)  0.25
C (-5.4916, 1.0106, 0.1994)  -0.59
H (-5.5517, 1.4126, 1.3210)  0.19
H (-6.4324, 0.7541, 0.0599)  0.19
H (-5.1833, 1.8169, -0.2070)  0.19
H (-4.8541, -0.6992, -1.0171)  0.21
H (-6.8355, -3.0739, 1.0178)  0.22
H (-6.4124, -2.4394, -0.7237)  0.20
H (-7.1229, -1.4403, 0.2819)  0.19

Calculated total energy: -1457.18814 Ha
HOMO-LUMO gap: 7.64 eV
Energy above the lowest of the compared OMol25 structures with the same formula, charge and spin: 1481.3 kJ/mol
Highest occupied orbital energy: -8.010 eV